Entry 1:
{"formula": "C12H24Cl3N5Ni", "method": "ωB97M-V/def2-TZVPD", "spin_multiplicity": 3, "charge": 2, "s2": 2.005, "energy_ha": -3633.8066, "symbols": ["Ni", "C", "C", "N", "C", "C", "N", "C", "C", "C", "N", "C", "C", "N", "C", "H", "H", "H", "H", "H", "H", "H", "H", "H", "H", "H", "H", "H", "H", "H", "H", "H", "H", "H", "H", "H", "H", "H", "H", "Cl", "C", "Cl", "Cl", "C", "N"], "xyz": [[-0.083, -0.130, -0.087], [-2.120, 1.044, 2.448], [-2.074, 1.764, 1.109], [-1.872, 0.904, -0.088], [-2.931, -0.106, -0.351], [-2.574, -1.457, 0.249], [-1.197, -1.849, -0.145], [-0.685, -2.958, 0.695], [0.772, -3.369, 0.412], [1.634, -2.463, -0.460], [1.766, -1.046, -0.025], [2.386, -0.819, 1.304], [1.327, -0.681, 2.384], [0.258, 0.251, 1.944], [-0.909, 0.186, 2.862], [-3.022, 0.432, 2.502], [-2.273, 1.826, 3.193], [-1.268, 2.501, 1.095], [-3.007, 2.322, 0.997], [-1.871, 1.536, -0.882], [-3.026, -0.202, -1.435], [-3.900, 0.229, 0.025], [-3.302, -2.210, -0.059], [-2.598, -1.417, 1.336], [-1.225, -2.165, -1.112], [-1.341, -3.825, 0.591], [-0.790, -2.624, 1.727], [0.780, -4.337, -0.090], [1.272, -3.546, 1.365], [1.240, -2.428, -1.479], [2.627, -2.914, -0.525], [2.370, -0.608, -0.714], [2.966, 0.104, 1.239], [3.086, -1.618, 1.559], [1.784, -0.346, 3.318], [0.855, -1.641, 2.590], [0.639, 1.195, 2.001], [-0.585, 0.460, 3.868], [-1.194, -0.864, 2.915], [1.668, -0.492, -5.315], [0.308, 0.486, -4.770], [0.592, 2.202, -5.037], [-1.204, -0.046, -5.502], [0.180, 0.282, -3.311], [0.079, 0.120, -2.182]], "lowdin_spin": [1.69, 0.00, 0.00, 0.05, 0.00, 0.00, 0.07, 0.00, 0.00, 0.00, 0.05, 0.00, 0.00, 0.06, 0.00, 0.00, 0.00, 0.00, 0.00, 0.00, 0.00, 0.00, 0.00, 0.00, 0.00, 0.00, 0.00, 0.00, 0.00, 0.00, 0.00, 0.00, 0.00, 0.00, 0.00, 0.00, 0.00, 0.00, 0.00, 0.00, 0.00, 0.00, 0.00, 0.00, 0.03]}

Entry 2:
{"formula": "C12H24ClCrO12", "method": "ωB97M-V/def2-TZVPD", "spin_multiplicity": 5, "charge": 1, "s2": 6.037, "energy_ha": -2878.9463, "symbols": ["Cr", "Cl", "C", "O", "C", "O", "O", "C", "H", "H", "H", "H", "H", "H", "C", "O", "C", "O", "O", "C", "H", "H", "H", "H", "H", "H", "C", "O", "C", "O", "O", "C", "H", "H", "H", "H", "H", "H", "C", "O", "C", "O", "O", "C", "H", "H", "H", "H", "H", "H"], "xyz": [[-0.909, -1.381, -1.415], [-0.140, 0.932, -1.702], [3.316, 0.007, -1.206], [3.374, -1.214, -0.467], [2.409, -2.094, -0.525], [1.331, -1.971, -1.096], [2.775, -3.135, 0.195], [1.849, -4.166, 0.509], [2.341, 0.450, -1.388], [3.837, -0.108, -2.157], [3.921, 0.704, -0.630], [1.979, -4.992, -0.186], [0.813, -3.830, 0.521], [2.058, -4.528, 1.512], [-2.533, 3.584, 3.768], [-2.808, 3.819, 2.401], [-2.981, 2.756, 1.644], [-2.955, 1.610, 1.986], [-3.184, 3.173, 0.398], [-3.201, 2.186, -0.600], [-1.973, 2.655, 3.897], [-3.446, 3.447, 4.355], [-2.018, 4.438, 4.199], [-2.555, 2.438, -1.436], [-4.204, 2.108, -1.035], [-2.996, 1.206, -0.166], [0.158, 0.905, 6.131], [1.084, 1.102, 5.065], [0.633, 0.972, 3.824], [-0.404, 0.416, 3.556], [1.493, 1.540, 3.001], [1.327, 1.413, 1.598], [0.672, 1.370, 6.970], [-0.065, -0.142, 6.310], [-0.764, 1.474, 6.009], [1.878, 0.512, 1.323], [1.730, 2.307, 1.129], [0.299, 1.333, 1.242], [1.136, -3.718, -4.790], [0.365, -2.719, -5.423], [-0.264, -1.822, -4.726], [-0.349, -1.843, -3.509], [-0.712, -0.897, -5.513], [-1.479, 0.206, -4.993], [1.219, -3.642, -3.703], [2.069, -3.785, -5.337], [0.664, -4.709, -4.816], [-0.914, 0.637, -4.166], [-2.531, 0.050, -4.780], [-1.342, 0.945, -5.781]], "lowdin_spin": [3.99, -0.06, 0.00, 0.00, 0.00, 0.03, 0.00, 0.00, 0.00, 0.00, 0.00, 0.00, 0.00, 0.00, 0.00, 0.00, 0.00, 0.00, 0.00, 0.00, 0.00, 0.00, 0.00, 0.00, 0.00, 0.00, 0.00, 0.00, 0.00, 0.00, 0.00, 0.00, 0.00, 0.00, 0.00, 0.00, 0.00, 0.00, 0.00, 0.00, 0.00, 0.02, 0.00, 0.00, 0.00, 0.00, 0.00, 0.00, 0.00, 0.00]}

Entry 3:
{"formula": "C12H24ClIN4O2PRh", "method": "ωB97M-V/def2-TZVPD", "spin_multiplicity": 5, "charge": 2, "s2": 6.019, "energy_ha": -2050.2172, "symbols": ["C", "C", "H", "H", "H", "O", "I", "Rh", "P", "C", "C", "H", "H", "H", "C", "H", "H", "H", "H", "H", "H", "C", "O", "Cl", "C", "N", "C", "N", "C", "N", "C", "N", "C", "C", "H", "H", "H", "H", "H", "H", "H", "H", "H", "H", "H", "H"], "xyz": [[-2.100, -0.862, -4.261], [-1.740, 0.266, -3.392], [-2.481, -0.454, -5.217], [-2.842, -1.552, -3.798], [-1.197, -1.440, -4.464], [-2.139, 1.404, -3.359], [0.816, 0.061, -3.057], [-0.658, 0.094, -0.955], [-2.638, 0.183, 0.192], [-3.096, 1.788, 0.958], [-3.991, -0.137, -0.977], [-2.542, -1.970, 1.292], [-4.009, -1.074, 1.806], [-2.413, -0.642, 2.480], [-2.934, -0.988, 1.579], [-3.861, -1.138, -1.412], [-4.961, -0.078, -0.462], [-4.125, 1.775, 1.338], [-2.997, 2.598, 0.232], [-3.956, 0.603, -1.790], [-2.413, 1.979, 1.790], [-0.587, 1.942, -0.900], [-0.549, 3.106, -0.842], [-1.036, -2.295, -0.913], [1.932, -1.433, 0.269], [1.324, -0.050, 0.309], [2.362, 0.891, -0.225], [3.639, 0.810, 0.499], [4.158, -0.578, 0.420], [3.192, -1.530, 1.008], [2.968, -1.159, 2.423], [2.401, 0.205, 2.533], [1.133, 0.269, 1.763], [3.371, 1.146, 1.918], [2.127, -1.713, -0.769], [1.216, -2.134, 0.709], [1.981, 1.920, -0.156], [2.553, 0.641, -1.276], [5.109, -0.630, 0.983], [4.323, -0.853, -0.625], [2.279, -1.884, 2.869], [3.931, -1.179, 2.960], [0.729, 1.288, 1.869], [0.434, -0.456, 2.202], [4.317, 1.093, 2.475], [2.971, 2.170, 1.973]], "lowdin_spin": [0.13, 0.50, 0.02, 0.00, 0.02, 0.34, 0.98, 1.22, 0.07, 0.01, 0.02, 0.00, 0.00, 0.00, 0.02, 0.00, 0.00, 0.00, 0.00, 0.00, 0.00, 0.02, -0.01, 0.20, 0.00, 0.25, 0.04, 0.03, 0.00, 0.02, 0.00, 0.04, 0.01, 0.01, 0.00, 0.00, 0.00, 0.03, 0.00, 0.00, 0.00, 0.00, 0.00, 0.00, 0.00, 0.00]}

Entry 4:
{"formula": "C12H24ClMnN6O", "method": "ωB97M-V/def2-TZVPD", "spin_multiplicity": 5, "charge": 2, "s2": 6.310, "energy_ha": -2486.1596, "symbols": ["Mn", "C", "C", "N", "C", "C", "N", "C", "C", "N", "H", "H", "H", "H", "H", "H", "H", "H", "H", "H", "H", "H", "H", "H", "H", "C", "N", "C", "C", "C", "N", "C", "O", "N", "H", "H", "H", "H", "H", "H", "H", "Cl", "C", "H", "H"], "xyz": [[0.404, 1.026, 0.337], [-2.720, 1.135, 0.941], [-2.373, -0.320, 0.690], [-1.378, -0.418, -0.394], [-1.888, -0.090, -1.732], [-0.901, 0.796, -2.469], [-0.429, 1.897, -1.600], [-1.486, 2.903, -1.289], [-1.563, 3.217, 0.196], [-1.489, 1.973, 1.000], [-3.281, 1.223, 1.870], [-3.361, 1.529, 0.153], [-3.285, -0.883, 0.477], [-1.917, -0.741, 1.582], [-0.990, -1.352, -0.396], [-2.851, 0.411, -1.639], [-2.072, -0.986, -2.326], [-1.359, 1.183, -3.382], [-0.027, 0.210, -2.759], [0.321, 2.370, -2.093], [-2.441, 2.524, -1.648], [-1.300, 3.828, -1.832], [-2.478, 3.773, 0.407], [-0.725, 3.852, 0.485], [-1.341, 2.246, 1.967], [1.229, -2.836, 3.202], [1.625, -2.575, 1.805], [2.420, -3.430, 1.102], [2.791, -3.179, -0.169], [2.307, -1.977, -0.759], [1.504, -1.157, -0.078], [1.180, -1.432, 1.203], [0.463, -0.622, 1.832], [2.642, -1.646, -2.009], [1.763, -3.714, 3.551], [0.158, -3.008, 3.261], [1.486, -1.979, 3.818], [2.742, -4.318, 1.630], [3.431, -3.861, -0.707], [3.242, -2.236, -2.562], [2.301, -0.794, -2.419], [1.705, 2.510, 1.390], [2.315, 1.652, -0.017], [3.128, 0.988, 0.239], [2.499, 2.310, -0.857]], "lowdin_spin": [4.16, 0.00, 0.00, 0.04, 0.00, 0.00, 0.02, 0.00, 0.00, 0.03, 0.00, 0.00, 0.00, 0.00, 0.00, 0.00, 0.00, 0.00, 0.00, 0.00, 0.00, 0.00, 0.00, 0.00, 0.00, 0.00, 0.00, 0.00, 0.00, 0.00, 0.01, 0.01, 0.04, 0.00, 0.00, 0.00, 0.00, 0.00, 0.00, 0.00, 0.00, -0.03, -0.30, -0.01, -0.01]}

Entry 5:
{"formula": "C12H24F2O12Tl", "method": "ωB97M-V/def2-TZVPD", "spin_multiplicity": 1, "charge": 1, "energy_ha": -1746.2744, "symbols": ["Tl", "F", "F", "C", "O", "C", "O", "O", "C", "H", "H", "H", "H", "H", "H", "C", "O", "C", "O", "O", "C", "H", "H", "H", "H", "H", "H", "C", "O", "C", "O", "O", "C", "H", "H", "H", "H", "H", "H", "C", "O", "C", "O", "O", "C", "H", "H", "H", "H", "H", "H"], "xyz": [[11.964, -23.030, 10.182], [13.290, -23.017, 12.520], [9.933, -22.147, 8.578], [9.756, -18.711, 9.214], [10.546, -18.307, 10.325], [11.027, -19.211, 11.142], [11.183, -20.386, 10.875], [11.429, -18.636, 12.258], [12.080, -19.465, 13.224], [9.138, -17.845, 8.978], [9.071, -19.491, 9.538], [10.296, -18.956, 8.302], [12.589, -18.750, 13.865], [12.817, -20.115, 12.757], [11.372, -20.043, 13.810], [15.745, -20.336, 12.136], [16.003, -20.064, 10.796], [15.335, -20.694, 9.832], [14.353, -21.372, 9.975], [15.903, -20.512, 8.659], [17.083, -19.707, 8.473], [15.426, -21.345, 12.403], [15.046, -19.648, 12.626], [16.569, -20.185, 12.841], [17.656, -20.178, 7.680], [17.666, -19.542, 9.371], [16.727, -18.757, 8.075], [10.134, -22.329, 15.192], [9.071, -22.002, 14.298], [9.122, -22.271, 13.019], [10.106, -22.659, 12.407], [8.018, -21.867, 12.447], [7.848, -21.983, 11.034], [10.456, -23.363, 15.059], [9.713, -22.321, 16.193], [10.973, -21.649, 15.087], [8.612, -21.339, 10.597], [6.847, -21.736, 10.705], [8.090, -22.973, 10.643], [15.566, -27.746, 9.971], [14.344, -27.020, 9.812], [13.646, -26.541, 10.822], [12.764, -25.736, 10.603], [14.094, -26.951, 11.986], [13.300, -26.592, 13.122], [15.374, -28.665, 10.521], [16.319, -27.102, 10.419], [15.925, -28.070, 8.998], [12.430, -27.246, 13.198], [13.030, -25.539, 13.115], [13.824, -26.824, 14.047]], "lowdin_charge": [1.53, -0.36, -0.36, -0.01, 0.04, -0.60, 0.02, 0.04, 0.00, 0.10, 0.08, 0.11, 0.11, 0.08, 0.08, -0.05, 0.02, -0.59, 0.05, 0.03, 0.00, 0.09, 0.09, 0.10, 0.10, 0.10, 0.10, -0.01, 0.04, -0.60, 0.03, 0.04, -0.01, 0.10, 0.10, 0.08, 0.05, 0.11, 0.10, -0.01, 0.03, -0.61, 0.03, 0.03, -0.01, 0.10, 0.11, 0.10, 0.11, 0.08, 0.10]}

Entry 6:
{"formula": "C12H24HfO8", "method": "ωB97M-V/def2-TZVPD", "spin_multiplicity": 1, "charge": 4, "energy_ha": -1119.9115, "symbols": ["Hf", "C", "O", "C", "O", "O", "C", "H", "H", "H", "H", "H", "H", "C", "O", "C", "O", "O", "C", "H", "H", "H", "H", "H", "H", "C", "C", "O", "C", "H", "H", "H", "H", "H", "H", "C", "C", "O", "C", "H", "H", "H", "H", "H", "H"], "xyz": [[-0.417, 0.143, -0.392], [2.751, -0.970, -3.617], [3.170, -1.606, -2.397], [2.655, -1.401, -1.245], [1.602, -0.723, -1.025], [3.264, -2.006, -0.305], [4.361, -2.922, -0.519], [1.912, -1.504, -4.058], [3.507, -0.846, -4.392], [2.537, 0.082, -3.402], [5.334, -2.423, -0.567], [4.404, -3.358, -1.518], [4.379, -3.676, 0.257], [-2.119, 2.963, 4.309], [-1.872, 2.489, 2.952], [-0.731, 2.233, 2.467], [-0.664, 1.656, 1.320], [0.244, 2.554, 3.227], [1.647, 2.588, 2.812], [-1.473, 3.785, 4.597], [-2.007, 2.103, 4.971], [-3.165, 3.223, 4.445], [2.152, 3.218, 3.535], [1.669, 2.994, 1.803], [2.051, 1.578, 2.862], [-1.189, -4.197, 0.795], [-0.431, -3.524, -0.292], [-0.509, -2.275, -0.484], [0.314, -4.391, -1.240], [-1.738, -3.533, 1.465], [-0.388, -4.537, 1.469], [-1.872, -4.948, 0.400], [0.568, -3.839, -2.142], [-0.166, -5.358, -1.372], [1.266, -4.573, -0.714], [-2.580, 3.568, -2.475], [-2.649, 2.759, -1.259], [-1.792, 1.825, -1.104], [-3.815, 2.874, -0.355], [-1.839, 3.133, -3.142], [-2.584, 4.656, -2.340], [-3.521, 3.529, -3.053], [-3.465, 2.622, 0.653], [-4.596, 2.145, -0.590], [-4.205, 3.890, -0.341]], "lowdin_charge": [2.47, 0.05, 0.08, -0.56, -0.10, 0.10, 0.06, 0.12, 0.13, 0.11, 0.13, 0.12, 0.12, 0.08, 0.09, -0.56, -0.10, 0.09, 0.08, 0.12, 0.13, 0.12, 0.13, 0.11, 0.11, 0.04, -0.36, -0.13, 0.06, 0.10, 0.14, 0.14, 0.11, 0.13, 0.14, 0.05, -0.33, -0.16, 0.06, 0.11, 0.15, 0.16, 0.09, 0.15, 0.13]}